{
  "formula": "C42H102O36P6S6",
  "method": "the ωB97M-V functional and the def2-TZVPD basis",
  "homo_lumo_gap_ev": [7.9777, 1.9656],
  "mol_weight_g_mol": 1561.49,
  "s_squared": 0.758,
  "homo_ev": [-11.1, -11.1],
  "e_tot_ev": -239660.5757,
  "charge": 1,
  "spin_multiplicity": 2,
  "lumo_energy_ha": [-0.115, -0.336],
  "species": ["C", "O", "P", "O", "O", "C", "O", "C", "H", "H", "H", "H", "H", "H", "H", "H", "H", "C", "O", "P", "O", "O", "C", "O", "C", "H", "H", "H", "H", "H", "H", "H", "H", "H", "C", "O", "P", "O", "O", "C", "O", "C", "H", "H", "H", "H", "H", "H", "H", "H", "H", "C", "O", "P", "O", "O", "C", "O", "C", "H", "H", "H", "H", "H", "H", "H", "H", "H", "C", "O", "P", "O", "O", "C", "O", "C", "H", "H", "H", "H", "H", "H", "H", "H", "H", "C", "O", "P", "O", "O", "C", "O", "C", "H", "H", "H", "H", "H", "H", "H", "H", "H", "C", "C", "C", "S", "O", "O", "C", "H", "H", "H", "H", "H", "H", "H", "H", "C", "C", "C", "S", "O", "O", "C", "H", "H", "H", "H", "H", "H", "H", "H", "C", "C", "C", "S", "O", "O", "C", "H", "H", "H", "H", "H", "H", "H", "H", "C", "C", "C", "S", "O", "O", "C", "H", "H", "H", "H", "H", "H", "H", "H", "C", "C", "C", "S", "O", "O", "C", "H", "H", "H", "H", "H", "H", "H", "H", "C", "C", "C", "S", "O", "O", "C", "H", "H", "H", "H", "H", "H", "H", "H"],
  "positions_angstrom": [[2.12892, -0.17071, -5.76196], [1.67258, 1.12411, -5.42444], [2.62466, 2.01269, -4.53757], [2.05451, 3.31140, -4.09009], [3.10782, 0.98697, -3.32951], [4.03108, 1.48565, -2.36489], [3.99130, 2.20887, -5.37636], [3.99993, 2.38114, -6.81144], [3.21057, -0.29352, -5.70681], [1.93357, -0.37828, -6.81403], [1.64682, -0.97564, -5.20719], [4.84119, 0.76042, -2.28838], [3.58452, 1.39238, -1.37495], [4.27961, 2.53500, -2.52364], [4.13783, 1.50588, -7.44627], [4.56446, 3.24364, -7.16572], [3.00346, 2.74527, -7.06154], [0.45905, 0.70911, -1.90756], [1.27068, -0.24499, -1.30552], [0.90327, -0.70951, 0.23458], [1.53351, -1.98586, 0.75467], [-0.73201, -0.77933, 0.15169], [-1.27131, -1.79330, -0.63931], [1.13496, 0.62307, 1.11030], [2.39983, 1.29536, 1.10438], [0.67652, 1.74506, -1.64752], [-0.60622, 0.76459, -1.68348], [0.42454, 0.60309, -2.99184], [-1.19310, -2.74038, -0.10544], [-0.80531, -1.98713, -1.60542], [-2.30820, -1.58265, -0.90123], [2.64520, 1.60786, 2.11938], [2.30102, 2.16755, 0.45815], [3.22934, 0.71722, 0.69723], [-7.17369, 0.61654, -2.02260], [-7.02859, 0.23671, -0.67242], [-5.61451, -0.25464, -0.02566], [-4.42971, 0.55716, -0.26880], [-5.54197, -1.80894, -0.62064], [-5.01347, -2.87107, 0.18813], [-6.00686, -0.36144, 1.49674], [-5.08578, -0.30629, 2.57797], [-7.04711, 1.68851, -2.17416], [-8.17096, 0.40735, -2.40960], [-6.41775, 0.14537, -2.65082], [-4.53240, -3.68824, -0.34935], [-5.85718, -3.37834, 0.65604], [-4.35390, -2.57097, 1.00238], [-5.44568, 0.50628, 3.20908], [-4.09197, 0.00274, 2.25402], [-5.10142, -1.26080, 3.10406], [4.16615, 3.53285, 9.95292], [3.89726, 3.65606, 8.55502], [3.43487, 2.36047, 7.67671], [2.15272, 1.75157, 8.08568], [3.49498, 2.94685, 6.12682], [3.17890, 2.06782, 5.10344], [4.72328, 1.33778, 7.57920], [4.99703, 0.26339, 8.44243], [3.67270, 4.30767, 10.53966], [5.21373, 3.57008, 10.25173], [3.73267, 2.64186, 10.40715], [2.24646, 2.33959, 4.60867], [3.09614, 1.03650, 5.44642], [3.87706, 2.27785, 4.29316], [5.27764, -0.59709, 7.83504], [4.08815, 0.00543, 8.98601], [5.71546, 0.58801, 9.19514], [-6.39031, 4.84659, -2.35766], [-5.85654, 3.66004, -2.87181], [-5.00636, 3.67695, -4.24926], [-3.88268, 4.60311, -4.20673], [-5.99230, 3.92183, -5.47291], [-6.84156, 2.92360, -5.82805], [-4.52835, 2.10653, -4.37214], [-3.85973, 1.50691, -3.24442], [-7.47962, 4.88292, -2.34422], [-6.04407, 5.74252, -2.87296], [-6.01426, 4.94578, -1.33940], [-7.70557, 3.31051, -6.36831], [-7.34936, 2.58033, -4.92671], [-6.40610, 2.03296, -6.28108], [-4.32053, 1.90714, -2.34132], [-2.80765, 1.75103, -3.09738], [-4.05142, 0.43392, -3.23760], [8.02569, -0.28061, 3.82262], [7.32528, 0.78912, 3.18803], [5.89447, 0.53157, 2.40673], [5.30617, 1.79311, 1.95392], [6.20543, -0.59187, 1.20978], [6.95689, -0.30825, 0.06360], [4.98986, -0.36674, 3.41862], [4.09150, -1.34404, 2.83567], [8.95609, -0.57253, 3.33555], [7.34451, -1.13144, 3.83635], [8.18026, -0.08977, 4.88460], [7.70151, -1.10204, 0.00404], [7.53916, 0.61077, 0.13034], [6.34106, -0.22312, -0.83173], [4.49565, -2.33221, 3.05541], [3.78479, -1.14444, 1.80893], [3.16914, -1.25256, 3.40926], [-2.91033, 4.41384, -0.42596], [-1.82344, 3.32715, -0.34603], [-1.81384, 2.77318, 1.11762], [-3.28037, 3.50791, 2.03502], [-2.86680, 4.68428, 2.78912], [-4.16718, 2.49442, 2.64065], [-4.04788, 4.05742, 0.54652], [-3.35290, 4.53610, -1.41453], [-2.45633, 5.39804, -0.31051], [-0.83903, 3.74774, -0.55130], [-2.14254, 2.56557, -1.05756], [-0.89105, 2.83402, 1.69456], [-2.12068, 1.72836, 1.06971], [-4.72140, 4.89502, 0.72785], [-4.56272, 3.21907, 0.07725], [-1.28958, -6.34251, 0.00871], [-2.47001, -5.46051, -0.32240], [-3.35847, -6.28228, -1.27446], [-2.37614, -7.65975, -1.99766], [-2.25254, -7.55469, -3.48683], [-2.76130, -8.92257, -1.30982], [-0.85480, -7.00579, -1.29002], [-1.62262, -7.07244, 0.74654], [-0.39297, -5.88328, 0.42501], [-2.12835, -4.47877, -0.65035], [-3.04252, -5.24328, 0.57935], [-3.59266, -5.70599, -2.16953], [-4.32346, -6.61330, -0.89064], [-0.41832, -6.21667, -1.90229], [-0.11164, -7.80316, -1.29020], [-2.34881, -2.82953, 3.84433], [-1.10864, -2.58028, 3.01295], [0.10708, -2.93105, 3.86024], [-0.34026, -4.51405, 4.60081], [0.23588, -4.68853, 5.89841], [-0.07724, -5.57154, 3.55533], [-2.15844, -4.07719, 4.67601], [-3.25771, -2.84850, 3.24295], [-2.36128, -1.99948, 4.55070], [-1.01916, -1.54447, 2.68555], [-1.11450, -3.20115, 2.11707], [0.29308, -2.35238, 4.76503], [1.09291, -3.05681, 3.41255], [-2.32340, -3.88382, 5.73596], [-2.72640, -4.97536, 4.43350], [0.08633, 7.57260, 1.73130], [1.14915, 8.31732, 2.56976], [2.29442, 7.35406, 2.91186], [1.65767, 5.57326, 2.78626], [1.66961, 4.98101, 4.13681], [2.02556, 4.89406, 1.52179], [-0.08413, 6.27297, 2.43695], [0.48061, 7.42049, 0.72656], [-0.84464, 8.13343, 1.64842], [0.62044, 8.55294, 3.49337], [1.36926, 9.30825, 2.17265], [2.48885, 7.45425, 3.97969], [3.28384, 7.46615, 2.46849], [-0.40524, 6.42959, 3.46673], [-0.74390, 5.54092, 1.97120], [4.67564, -3.66523, -1.30449], [4.10839, -2.31488, -1.64746], [3.01228, -2.51539, -2.72989], [2.19701, -4.18500, -2.24104], [2.33188, -5.18648, -3.31754], [0.89882, -4.03630, -1.57402], [3.48625, -4.50468, -0.87793], [5.50013, -3.54556, -0.60164], [5.18491, -4.08245, -2.17321], [4.88135, -1.58150, -1.87718], [3.58620, -1.85140, -0.81044], [3.33426, -2.70510, -3.75382], [2.26117, -1.72843, -2.79784], [3.57252, -5.56145, -0.62515], [3.07980, -4.04527, 0.02310], [-1.30100, -4.29593, -6.54671], [-2.46045, -3.37347, -6.64806], [-2.04949, -2.02012, -6.05912], [-1.29207, -2.65830, -4.46428], [-2.31503, -2.80105, -3.40476], [0.01944, -2.13686, -4.17709], [-0.98751, -4.38630, -5.04960], [-0.46011, -3.98926, -7.16878], [-1.66393, -5.22781, -6.98029], [-3.29259, -3.82472, -6.10768], [-2.66947, -3.35623, -7.71769], [-2.73178, -1.21165, -5.79651], [-1.21293, -1.56300, -6.58762], [-1.41462, -5.13645, -4.38405], [0.07432, -4.51263, -4.83828]]
}


{
  "formula": "C42H103B2F6HgN10O21PbS2",
  "method": "the ωB97M-V functional and the def2-TZVPD basis",
  "homo_lumo_gap_ev": 8.9134,
  "mol_weight_g_mol": 1691.87,
  "homo_ev": -10.8,
  "e_tot_ev": -151861.9737,
  "charge": 1,
  "lumo_energy_ha": -0.070,
  "species": ["Hg", "Pb", "O", "C", "O", "B", "O", "C", "O", "O", "C", "O", "C", "O", "O", "C", "F", "F", "F", "S", "O", "O", "N", "S", "O", "O", "C", "F", "F", "F", "B", "H", "H", "H", "H", "C", "C", "C", "O", "C", "N", "H", "H", "H", "H", "H", "H", "H", "H", "H", "H", "H", "C", "C", "C", "O", "C", "N", "H", "H", "H", "H", "H", "H", "H", "H", "H", "H", "H", "C", "C", "C", "O", "C", "N", "H", "H", "H", "H", "H", "H", "H", "H", "H", "H", "H", "C", "C", "C", "O", "C", "N", "H", "H", "H", "H", "H", "H", "H", "H", "H", "H", "H", "C", "C", "C", "O", "C", "N", "H", "H", "H", "H", "H", "H", "H", "H", "H", "H", "H", "C", "C", "C", "O", "C", "N", "H", "H", "H", "H", "H", "H", "H", "H", "H", "H", "H", "C", "C", "C", "O", "C", "N", "H", "H", "H", "H", "H", "H", "H", "H", "H", "H", "H", "C", "C", "C", "O", "C", "N", "H", "H", "H", "H", "H", "H", "H", "H", "H", "H", "H", "C", "C", "C", "O", "C", "N", "H", "H", "H", "H", "H", "H", "H", "H", "H", "H", "H"],
  "positions_angstrom": [[-0.30056, 0.11738, 2.80147], [-2.71305, -1.63093, -1.35286], [1.48697, 0.17135, -2.80869], [1.55094, 1.40018, -2.63909], [0.97748, 2.37852, -3.36699], [1.37902, 3.66504, -2.81388], [2.13089, 3.33597, -1.55985], [2.23396, 2.03980, -1.40973], [2.74841, 1.44656, -0.49727], [0.20469, 4.54759, -2.61932], [0.14097, 5.44683, -3.55893], [-0.74872, 6.21208, -3.80631], [1.49763, 5.35405, -4.29878], [2.25038, 4.42748, -3.68227], [1.80256, 6.00265, -5.28565], [-2.61154, 1.24203, 6.47544], [-3.62985, 1.10273, 7.34637], [-2.79873, 2.36554, 5.84363], [-1.47242, 1.36806, 7.19390], [-2.50575, -0.25517, 5.22167], [-1.21702, -0.85773, 5.50345], [-3.68720, -1.10688, 5.39131], [-2.32182, 0.50215, 3.67499], [-3.80938, 0.88437, 3.20073], [-4.38090, 0.06316, 2.08106], [-4.77418, 1.10360, 4.29213], [-3.58796, 2.66887, 2.39161], [-2.95320, 3.46608, 3.30689], [-2.76928, 2.49892, 1.37972], [-4.75775, 3.14630, 2.07796], [-1.30953, -0.36951, 0.48855], [-1.34136, -1.18090, 1.19908], [-0.82929, -0.69151, -0.42246], [-2.34538, -0.10557, 0.34165], [-0.88514, 0.56837, 0.81184], [3.81284, -0.11955, -4.81251], [4.15019, -1.53668, -4.47204], [5.56270, -1.90733, -4.63052], [5.97425, -2.15754, -5.94365], [7.43186, -2.15058, -6.16902], [3.90897, -1.74563, -3.08208], [4.13475, 0.06021, -5.83826], [4.32148, 0.57789, -4.14696], [2.72705, -0.08082, -4.89994], [3.51190, -2.27544, -4.95674], [5.89954, -2.74946, -4.02599], [6.07038, -1.00637, -4.28609], [7.80690, -3.15781, -6.35046], [8.14630, -1.88383, -5.39023], [7.86200, -1.55255, -6.97242], [4.74248, -1.46207, -2.58715], [3.11278, -1.22555, -2.74194], [-0.05515, -2.76186, -5.18290], [-1.07519, -2.21761, -4.28303], [-2.34821, -3.09743, -4.30598], [-3.46604, -2.63680, -3.49512], [-4.64031, -3.35373, -3.76970], [-0.63721, -1.99893, -2.90975], [0.29406, -3.74356, -4.86288], [0.77022, -2.05015, -5.20158], [-0.37394, -2.88484, -6.21796], [-1.52598, -1.35023, -4.76526], [-1.99539, -4.03960, -3.88654], [-2.79224, -3.16375, -5.29923], [-5.47187, -3.08895, -3.11663], [-4.48624, -4.43260, -3.78933], [-4.94009, -2.97427, -4.74656], [-0.02196, -2.76162, -2.66503], [0.00994, -1.24386, -3.08629], [-5.59439, 6.14503, 2.21045], [-4.24424, 6.60728, 2.78967], [-3.21315, 6.67112, 1.61460], [-2.95737, 5.42493, 0.85742], [-2.03862, 5.72477, -0.23530], [-4.23437, 7.83548, 3.57798], [-5.55588, 5.30676, 1.51480], [-6.07857, 6.96228, 1.67588], [-6.31752, 5.92920, 2.99696], [-3.96843, 5.81520, 3.48582], [-2.19844, 6.77290, 1.99945], [-3.33026, 7.60425, 1.06355], [-2.47593, 6.54733, -0.80120], [-2.15778, 4.89382, -0.93059], [-1.00441, 5.88778, 0.06793], [-4.84947, 7.60995, 4.34667], [-3.36691, 7.92006, 4.08832], [-3.23030, 2.82788, -2.65173], [-3.32967, 1.51232, -2.03555], [-4.80260, 1.05717, -1.97421], [-4.87313, -0.33721, -1.53939], [-6.22131, -0.87110, -1.48810], [-2.56216, 0.64908, -2.85699], [-3.80254, 3.60772, -2.14924], [-3.39586, 2.78569, -3.72826], [-2.20838, 3.20679, -2.63733], [-2.94916, 1.58612, -1.01679], [-5.22963, 1.04622, -2.97702], [-5.45224, 1.78546, -1.48876], [-6.67637, -0.34063, -0.65166], [-6.36099, -1.93658, -1.30550], [-6.75510, -0.77834, -2.43391], [-2.57939, 0.94898, -3.82128], [-1.71198, 1.06240, -2.50139], [2.79231, -2.23823, 0.57161], [1.55338, -1.77273, 1.25286], [1.19663, -2.74236, 2.39884], [0.05752, -2.32850, 3.12219], [-0.35647, -3.36706, 4.06125], [1.75913, -0.42085, 1.70689], [3.55338, -2.47281, 1.31582], [3.11586, -1.46155, -0.12134], [2.56371, -3.13715, -0.00092], [0.83250, -1.75891, 0.43540], [2.03923, -2.89506, 3.07322], [1.06050, -3.74095, 1.98363], [-0.24254, -4.32870, 3.56087], [-1.40901, -3.31257, 4.33926], [0.27699, -3.16812, 4.92568], [2.68715, -0.45739, 2.10381], [2.03364, 0.11065, 0.89311], [-4.51317, -3.62247, 2.45325], [-3.43911, -3.28929, 1.35588], [-2.92798, -4.55749, 0.62231], [-2.06510, -4.11766, -0.39020], [-1.50378, -5.15268, -1.23678], [-4.21627, -2.57685, 0.44370], [-5.20874, -4.36646, 2.06498], [-5.01797, -2.73403, 2.83267], [-4.06128, -4.26372, 3.21001], [-2.67858, -2.59859, 1.72007], [-3.78401, -5.10682, 0.23045], [-2.36796, -5.24662, 1.25444], [-2.23178, -5.58650, -1.92229], [-1.09067, -5.88289, -0.54092], [-0.76034, -4.66124, -1.86439], [-5.06067, -3.06522, 0.18184], [-4.63022, -1.83507, 0.99006], [6.09670, 1.27505, 3.88690], [4.63356, 1.68251, 3.79169], [4.30101, 2.32475, 2.42655], [4.68332, 3.68350, 2.41836], [4.37776, 4.29349, 1.16357], [3.99820, 0.32237, 3.76965], [6.32003, 0.62735, 4.73467], [6.78576, 2.11962, 3.88651], [6.53587, 0.80914, 3.00477], [4.26900, 2.23047, 4.66056], [3.23187, 2.16378, 2.28820], [4.83666, 1.77581, 1.65205], [4.97705, 5.20343, 1.13276], [3.38541, 4.68882, 0.94661], [4.60835, 3.61405, 0.34303], [4.33992, -0.02274, 4.65522], [4.49019, -0.25191, 3.10014], [2.11617, -6.04502, -3.96330], [2.23050, -5.34198, -2.54017], [3.54683, -5.75216, -1.77266], [3.59854, -5.42428, -0.32136], [4.89591, -5.35507, 0.29459], [2.08535, -3.95808, -2.66122], [2.13293, -7.13482, -3.97539], [2.95938, -5.71348, -4.56925], [1.14159, -5.92391, -4.43617], [1.33458, -5.61445, -1.98233], [4.26196, -5.09354, -2.26553], [3.72353, -6.79818, -2.02309], [5.62593, -4.85385, -0.34098], [5.23575, -6.36637, 0.51794], [4.76576, -4.92861, 1.28922], [2.40622, -3.82893, -1.71230], [2.84039, -3.59257, -3.22373], [1.08869, 2.71652, 6.14126], [0.56450, 2.28982, 4.76023], [0.93751, 3.20724, 3.58236], [0.39894, 2.53465, 2.42656], [0.28270, 3.52239, 1.37699], [1.10261, 0.96743, 4.51799], [2.17407, 2.70954, 6.04128], [0.72940, 2.19805, 7.03020], [0.86284, 3.75216, 6.39528], [-0.51398, 2.25521, 4.91451], [2.00842, 3.40233, 3.52570], [0.34501, 4.07962, 3.85805], [1.22221, 3.87116, 0.94828], [-0.17484, 4.41195, 1.80993], [-0.34043, 3.18901, 0.54713], [2.09912, 1.10667, 4.43025], [1.13676, 0.50421, 5.41485]]
}